# C34H43IN3O31S

A 11-piece molecular cluster, C34H43IN3O31S overall at a distorted geometry (ωB97M-V/def2-TZVPD, the OMol25 dataset).

Output
E_HOMO   -0.444 Ha
2S+1   1
DFT total energy   -4513.74396 Ha
Net charge   +1
LUMO   -0.1368 Ha

The geometry in XYZ format:
```
113
Properties=species:S:1:pos:R:3:forces:R:3
O 4.31455 -1.87259 1.18603 -2.74 2.89 -1.59
C 3.31340 -0.90238 0.86148 -0.43 0.05 -0.30
N 3.30076 0.46512 1.36292 -1.49 -2.98 -2.10
C 2.13083 1.20305 0.87513 -1.23 -5.28 -2.87
I 1.41389 3.21211 1.20660 0.78 -1.95 -0.11
C 1.45761 0.11839 0.01478 0.71 1.49 1.14
N 0.20179 0.14169 -0.76050 -2.32 -2.26 4.18
C -0.71469 -0.48016 -0.03527 1.50 -0.12 0.76
S -1.63588 -1.34971 1.05786 2.45 2.75 -3.64
N 2.16408 -1.16037 0.00270 2.90 4.75 3.76
H 4.40728 -2.43467 0.36214 -0.40 0.30 0.59
H 4.03004 0.85820 1.97903 -0.57 -0.57 -0.58
H 1.90778 -2.03480 -0.49914 0.54 0.87 0.47
C -3.69569 2.36654 0.79945 -0.44 -0.88 -0.50
C -4.09751 3.77044 0.47036 -0.70 0.17 -0.75
O -3.59042 4.51603 1.57151 0.73 -0.35 0.59
C -2.56960 3.79524 2.10798 0.50 0.29 0.35
O -1.81252 4.21008 2.94898 -0.56 -0.38 -0.79
O -2.51343 2.54550 1.57210 0.33 0.88 0.51
H -3.49204 1.77108 -0.09158 0.13 0.08 0.31
H -4.44150 1.84908 1.40912 0.07 0.06 -0.06
H -3.63002 4.13570 -0.44905 0.01 -0.01 0.07
H -5.17916 3.88533 0.38761 0.17 0.09 0.14
C -4.09373 -1.34858 -2.18408 0.75 -1.02 -0.10
C -5.28887 -1.25026 -3.07620 -0.08 -0.74 -1.05
O -6.17166 -0.41158 -2.34419 0.41 0.78 1.00
C -5.40685 0.32850 -1.49849 -0.58 0.30 0.06
O -5.81385 1.25806 -0.85129 0.33 -0.61 -0.42
O -4.11950 -0.11559 -1.47709 -0.67 0.62 0.20
H -3.16393 -1.45612 -2.74311 -0.13 0.21 0.12
H -4.17393 -2.17030 -1.46585 -0.13 0.09 0.01
H -5.05957 -0.77171 -4.03188 0.00 -0.05 0.12
H -5.74626 -2.22234 -3.26667 -0.12 0.19 0.12
C -4.06132 4.18497 6.38325 0.62 0.56 0.29
C -4.49863 3.84825 4.99116 0.26 0.39 -0.85
O -5.19369 2.62105 5.15899 -0.15 -0.12 0.56
C -5.61454 2.57408 6.45409 -0.83 -0.82 0.58
O -6.37292 1.75426 6.88909 0.72 0.74 -0.44
O -5.06298 3.57961 7.18888 -0.31 -0.45 -0.39
H -4.01934 5.26113 6.55859 -0.11 -0.16 0.13
H -3.09146 3.74592 6.63530 -0.06 0.01 -0.04
H -5.18775 4.59125 4.57830 0.03 -0.04 0.06
H -3.65660 3.72754 4.30808 -0.21 -0.11 0.20
C -1.51974 0.80488 -4.80533 0.85 0.40 0.76
C -1.80365 1.22858 -6.21181 0.28 0.82 -0.34
O -2.33707 0.04876 -6.80125 -0.32 -0.64 0.57
C -2.84158 -0.71004 -5.79121 -0.43 -0.78 -0.49
O -3.51319 -1.69248 -5.95081 0.50 0.82 0.29
O -2.48729 -0.21196 -4.57422 -0.41 -0.35 -0.65
H -1.63707 1.61988 -4.09339 -0.09 -0.32 -0.08
H -0.52092 0.37454 -4.69148 -0.13 -0.06 -0.09
H -2.55310 2.02005 -6.26701 0.10 -0.19 0.00
H -0.90473 1.55464 -6.73770 -0.12 -0.20 -0.05
C 7.08870 -3.10662 2.93605 -0.88 -0.07 -0.10
C 7.99185 -1.93172 3.15576 -0.17 0.90 -0.05
O 9.14715 -2.51850 3.73766 -0.11 -0.55 -0.16
C 9.16433 -3.82757 3.35745 1.10 -0.92 0.15
O 10.08712 -4.57021 3.53496 -0.92 0.74 -0.11
O 7.99779 -4.18111 2.74990 0.52 0.20 0.15
H 6.44963 -2.98326 2.06058 0.15 -0.19 0.06
H 6.46163 -3.32108 3.80653 0.05 0.02 -0.04
H 8.27727 -1.44174 2.21990 0.01 -0.06 0.04
H 7.55412 -1.18910 3.82524 0.22 -0.10 0.06
C -4.63910 5.82499 -5.21993 -0.47 0.86 -0.10
C -4.90490 4.61349 -6.05877 -0.84 -0.07 -0.64
O -3.72582 3.83869 -5.88400 0.47 0.24 0.72
C -3.16677 4.22055 -4.70440 0.50 -0.20 0.46
O -2.25087 3.65112 -4.16968 -0.78 0.74 -0.45
O -3.77612 5.32839 -4.20492 0.48 -0.79 -0.14
H -5.55016 6.24039 -4.78666 0.21 -0.07 0.13
H -4.11797 6.61175 -5.77299 -0.01 -0.08 0.05
H -5.76312 4.03678 -5.70203 0.10 0.02 0.00
H -5.05632 4.85973 -7.11080 0.17 -0.18 0.09
C 1.16791 3.65077 -3.88509 -0.63 0.68 0.30
C 2.61072 3.89652 -4.20543 0.43 0.78 -0.01
O 3.15192 2.58482 -4.27515 -0.47 -0.50 -0.03
C 2.12175 1.74156 -4.55897 0.23 -1.06 -0.31
O 2.25358 0.58561 -4.85083 -0.19 0.99 0.32
O 0.92196 2.37915 -4.46918 0.63 -0.24 -0.13
H 0.51025 4.40849 -4.31359 -0.06 -0.26 0.01
H 0.98226 3.58712 -2.80861 0.00 -0.02 -0.06
H 2.74711 4.38732 -5.17356 -0.02 -0.06 0.06
H 3.11429 4.48437 -3.43618 0.08 -0.20 -0.09
C -7.18201 -2.14272 1.29913 0.35 0.62 0.64
C -8.56805 -2.70965 1.26586 -0.67 0.05 0.64
O -8.70652 -3.14045 -0.08074 0.74 -0.08 -0.34
C -7.45321 -3.35423 -0.56473 0.00 -0.65 -1.30
O -7.21314 -3.88422 -1.61858 -0.13 0.71 1.23
O -6.50520 -2.89183 0.29866 -0.28 -0.27 -0.45
H -6.70232 -2.27009 2.27107 0.09 -0.07 -0.20
H -7.15599 -1.08346 1.02593 -0.03 -0.06 -0.02
H -8.68327 -3.57355 1.92713 0.03 0.05 -0.06
H -9.32779 -1.96771 1.51663 0.00 -0.14 -0.20
C 6.03958 -5.44819 -2.53448 0.76 -0.45 -0.60
C 5.87187 -5.90831 -1.12001 0.59 -1.02 0.29
O 5.18280 -4.82244 -0.51211 -0.69 0.99 -0.45
C 4.53675 -4.15547 -1.50310 0.17 -0.44 -0.55
O 3.72311 -3.28222 -1.31498 0.53 -0.12 0.38
O 4.91897 -4.59277 -2.72691 -0.73 0.67 1.08
H 6.02511 -6.27445 -3.24649 -0.16 0.22 -0.01
H 6.95549 -4.86882 -2.68139 -0.11 0.00 0.00
H 5.25415 -6.80731 -1.04179 -0.01 0.13 0.02
H 6.82653 -6.09055 -0.62437 -0.20 0.16 0.11
C 9.41516 -2.63232 7.11688 0.63 0.65 -0.44
C 9.60547 -4.10873 7.28222 0.60 -0.53 -0.36
O 8.73503 -4.42516 8.35989 -0.46 0.54 0.06
C 7.77627 -3.45875 8.39790 -0.99 -0.21 0.84
O 6.79090 -3.50919 9.07845 0.89 0.08 -0.69
O 8.08150 -2.42716 7.56118 -0.25 -0.44 0.23
H 9.53284 -2.31038 6.08071 -0.15 0.02 0.19
H 10.09179 -2.04983 7.74921 -0.06 -0.07 0.01
H 9.29385 -4.67298 6.39799 0.03 0.03 0.04
H 10.63627 -4.37166 7.52459 -0.20 -0.08 0.10
```
Positions in Å, forces in eV/Å.

***

# C32H45BBr2N9O2ReS3Se

C32H45BBr2N9O2ReS3Se as an isolated structure (ωB97M-V/def2-TZVPD, the OMol25 dataset).

Output
E_HOMO (alpha / beta)   -0.367 / -0.378 Ha
2S+1   4
DFT total energy   -10736.88586 Ha
Expectation value of S²   3.780
Net charge   +1
LUMO (alpha / beta)   -0.0949 / -0.1277 Ha

The geometry in XYZ format:
```
96
Properties=species:S:1:pos:R:3:forces:R:3
Re 0.28466 -0.24158 -0.85948 -0.04 0.00 -0.06
C 3.22826 -3.74426 0.06348 0.01 -0.01 0.01
C 3.56123 -3.39354 1.50800 0.00 0.00 0.00
C 4.77993 -2.47724 1.60247 0.00 0.00 0.00
C 3.84460 -4.68433 2.27104 0.00 0.00 0.00
N 2.39812 -2.69297 2.16331 0.01 0.01 0.02
C 1.84668 -3.08102 3.36867 -0.01 -0.01 0.00
C 0.98247 -2.11854 3.74644 0.00 0.00 0.00
N 0.99747 -1.13118 2.78822 0.01 0.00 0.01
B 0.17467 0.16866 3.03611 0.01 0.01 -0.01
N 0.75899 1.48023 2.43592 -0.01 -0.01 -0.01
C 1.65071 2.22227 3.18353 0.00 0.00 0.00
C 1.69462 3.46517 2.67033 0.00 0.00 0.01
N 0.82697 3.50378 1.59606 -0.01 0.00 0.00
C 0.30431 2.26886 1.44586 0.00 0.01 0.01
S -0.76646 1.74887 0.18529 0.00 0.00 0.01
C 0.43588 4.76391 0.87361 0.00 0.00 0.00
C -1.06041 4.98921 1.09356 0.01 0.00 0.00
C 0.78249 4.68933 -0.60932 0.00 0.00 0.00
C 1.19963 5.93493 1.48627 0.00 0.00 0.00
N -1.32552 -0.02476 2.69660 0.00 0.00 -0.01
C -2.29251 0.54410 3.49368 -0.01 0.00 0.01
C -3.49464 0.14060 3.04010 0.00 0.01 0.00
N -3.27047 -0.68134 1.95069 0.00 0.00 0.00
C -1.93527 -0.74709 1.74643 0.01 -0.02 0.00
S -1.10843 -1.67300 0.51741 -0.02 -0.01 0.01
C -4.35241 -1.43972 1.23230 0.00 0.00 0.00
C -5.70237 -1.05800 1.83274 0.00 0.00 0.00
C -4.12173 -2.93537 1.44021 0.00 0.00 0.00
C -4.35173 -1.06929 -0.24652 0.00 0.01 0.00
C 1.84061 -1.51134 1.81933 -0.01 0.00 -0.02
S 2.22436 -0.53484 0.43150 0.04 -0.01 0.01
H 4.03756 -4.35396 -0.33901 0.00 0.00 0.00
H 3.13508 -2.85993 -0.56022 0.00 0.00 0.00
H 2.30189 -4.31498 0.00291 0.00 0.00 0.00
H 5.64670 -2.99588 1.19265 0.00 0.00 0.00
H 4.99268 -2.22441 2.64242 0.00 0.00 0.00
H 4.64014 -1.55815 1.03601 0.00 0.00 0.00
H 4.66791 -5.18988 1.76958 0.00 0.00 0.00
H 2.98772 -5.35915 2.26122 0.00 0.00 0.00
H 4.15317 -4.49883 3.30013 0.00 0.00 0.00
H 2.11386 -3.99433 3.86154 0.00 0.00 0.00
H 0.36859 -2.04190 4.62561 0.00 0.00 0.00
H 0.21034 0.32481 4.22753 0.00 0.00 0.00
H 2.15341 1.80610 4.03760 0.00 0.00 0.00
H 2.26217 4.31630 2.98918 0.00 0.00 0.00
H -1.65965 4.20485 0.63489 0.00 0.00 0.00
H -1.34653 5.94126 0.64628 0.00 0.00 0.00
H -1.29001 5.02878 2.15979 0.00 0.00 0.00
H 0.29190 3.85659 -1.10495 0.00 0.00 0.00
H 1.85717 4.58628 -0.74505 0.00 0.00 0.00
H 0.45253 5.61617 -1.08114 0.00 0.00 0.00
H 0.96123 6.07822 2.54071 0.00 0.00 0.00
H 0.90292 6.83784 0.95485 0.00 0.00 0.00
H 2.27758 5.82235 1.36685 0.00 0.00 0.00
H -2.03755 1.17275 4.32770 0.00 0.00 0.00
H -4.47598 0.36117 3.40987 0.00 0.00 0.00
H -5.77908 -1.33264 2.88509 0.00 0.00 0.00
H -6.47181 -1.60835 1.29399 0.00 0.00 0.00
H -5.91480 0.00560 1.71687 0.00 0.00 0.00
H -4.11672 -3.17905 2.50371 0.00 0.00 0.00
H -3.18251 -3.26390 0.99948 0.00 0.00 0.00
H -4.93285 -3.48924 0.96690 0.00 0.00 0.00
H -4.42345 0.01281 -0.37077 0.00 0.00 0.00
H -5.21677 -1.52879 -0.72578 0.00 0.00 0.00
H -3.45774 -1.42419 -0.74985 0.01 0.00 -0.01
Br -0.89774 3.02015 -3.80509 0.00 -0.01 0.00
C -2.20936 2.08638 -2.77358 -0.01 0.01 0.00
Br -1.85384 0.18580 -2.56055 -0.01 0.00 0.01
H -3.15763 2.12721 -3.29471 0.00 0.00 0.00
H -2.25600 2.52661 -1.78628 0.00 0.00 0.00
Se 0.70893 -2.45873 -1.95243 0.01 0.01 -0.01
C -0.89438 -2.82826 -2.95406 -0.01 0.01 0.02
C -1.99359 -3.41371 -2.33592 0.01 0.00 0.00
C -3.12405 -3.67478 -3.09680 -0.01 0.00 -0.01
N -3.21755 -3.40975 -4.39668 0.00 0.00 0.00
C -2.14607 -2.88178 -4.98286 0.00 0.00 -0.01
C -0.96800 -2.57249 -4.31588 0.01 -0.01 -0.01
H -1.97219 -3.66826 -1.28529 0.00 0.00 0.00
H -3.99723 -4.12459 -2.63528 0.00 0.00 0.00
H -2.23085 -2.68626 -6.04617 0.00 0.00 0.00
H -0.14182 -2.11599 -4.83846 0.00 0.00 0.00
C 2.34435 1.12505 -5.79629 -0.01 -0.01 0.00
N 2.38024 1.37430 -4.35890 0.02 0.02 -0.01
C 3.17208 2.36373 -3.85846 0.01 -0.01 0.01
C 3.18664 2.66137 -2.55466 0.01 -0.02 0.00
C 2.35453 1.90374 -1.64315 -0.03 0.04 0.00
O 2.35951 2.11651 -0.43610 0.01 -0.01 -0.01
N 1.53284 0.91255 -2.18325 0.01 -0.01 0.03
C 1.50705 0.66132 -3.54465 -0.01 -0.01 0.00
O 0.74722 -0.14570 -4.04981 -0.01 0.02 -0.01
H 3.34578 1.25399 -6.20130 0.00 0.02 0.00
H 1.65686 1.80964 -6.29509 -0.02 -0.02 0.00
H 2.00945 0.10846 -5.96738 0.02 -0.01 0.00
H 3.78557 2.88072 -4.58445 0.00 0.00 0.00
H 3.82543 3.42793 -2.14693 0.00 0.00 0.00
```
Positions in Å, forces in eV/Å.